Record 1
Here is a single C4H11N3 molecule in a non-equilibrium geometry from the OMol25 dataset. Energies are from the ωB97M-V functional and the def2-TZVPD basis.

Element x y z (Å)
N: -2.348 -1.303 0.915
C: -1.690 -0.065 0.863
C: -0.318 0.006 0.565
N: 0.677 -1.011 0.836
C: 0.451 1.232 -0.010
C: 0.998 1.110 -1.460
N: 2.108 0.208 -1.479
H: -2.160 -1.850 0.062
H: -3.363 -1.182 0.885
H: -2.273 0.742 1.359
H: 1.121 -0.686 1.734
H: 0.206 -1.969 0.781
H: -0.277 2.186 0.048
H: 1.385 1.455 0.665
H: 0.108 0.802 -2.120
H: 1.287 2.177 -1.657
H: 1.794 -0.626 -0.998
H: 2.471 -0.013 -2.414

- total charge = 0
- HOMO level (eV) = -7.379
- orbital gap (eV) = 8.213
- multiplicity = 1
- SMILES = N/C=C(\N)CCN
- energy relative to the best compared isomer or geometry (same formula, charge and spin) (kcal per mole) = 71.13
- lowest unoccupied orbital energy (eV) = 0.83

For each atom in turn, the Mulliken charge in e is:
1. N -0.6578
2. C 0.0426
3. C -0.2239
4. N -0.5011
5. C -0.6469
6. C -0.3200
7. N -0.6034
8. H 0.2665
9. H 0.2732
10. H 0.3359
11. H 0.2377
12. H 0.2249
13. H 0.2802
14. H 0.2657
15. H 0.2520
16. H 0.2812
17. H 0.2741
18. H 0.2191

***

Record 2
Here is 4 unconnected molecules or ions with the total composition C4H13NO2 in a non-equilibrium geometry from the OMol25 dataset. Energies are from the ωB97M-V functional and the def2-TZVPD basis.

Element x y z (Å)
C: -0.529 0.944 0.940
N: -0.480 0.945 -0.525
C: 2.951 0.165 0.877
C: 1.775 -1.025 -1.151
C: 2.675 -0.168 -0.472
H: -0.722 -0.051 1.379
H: -1.379 1.640 1.254
H: 0.415 1.272 1.317
H: 0.225 0.300 -0.900
H: 3.810 0.840 1.070
H: 2.535 -0.362 1.792
H: 1.985 -1.164 -2.230
H: 1.207 -1.784 -0.679
H: 3.252 0.438 -1.200
H: -3.653 -0.783 1.566
H: -3.020 -0.406 -0.220
O: -2.965 -0.366 1.105
H: -3.704 -0.746 -1.768
H: -1.370 0.610 -0.840
O: -3.008 -0.296 -1.316

- total charge = -1
- HOMO level (spin up / spin down) (eV) = -3.688 / -3.682
- <S²> = 0.7931
- orbital gap (spin up / spin down) (eV) = 7.322 / 5.884
- multiplicity = 2
- energy relative to the best compared isomer or geometry (same formula, charge and spin) (kcal per mole) = 31.91
- lowest unoccupied orbital energy (spin up / spin down) (eV) = 3.63 / 2.20

For each atom in turn, the Mulliken charge in e is:
1. C -0.7595
2. N -0.7025
3. C -0.7780
4. C -1.0214
5. C 0.4406
6. H 0.2301
7. H 0.3068
8. H 0.3358
9. H 0.2597
10. H 0.2292
11. H 0.2827
12. H 0.2642
13. H 0.3609
14. H 0.1590
15. H 0.1231
16. H 0.4255
17. O -0.9318
18. H 0.1958
19. H 0.4075
20. O -0.8276